Model i:
Formula: C19H42NO2P3RhSe
Source: OMol25
Level of theory: ωB97M-V/def2-TZVPD

- orbital gap (spin up / spin down) (eV) = 6.776 / 4.555
- E_HOMO (spin up / spin down) (hartree) = -0.5764 / -0.6046
- multiplicity = 5
- net charge = +3
- E_LUMO (spin up / spin down) (eV) = -8.91 / -11.90

Each line ends with the Löwdin spin population.
Atoms and positions in Å:
Rh 0.38879 0.26821 -0.22957  0.74
P 1.21108 2.47508 -0.04811  0.12
P -1.07552 0.96021 -1.79459  0.11
P 2.03799 -0.32152 -1.63559  0.10
H 1.49883 -0.77598 3.71289  0.03
C 0.86817 -0.65634 2.81771  0.08
C 1.59196 0.02876 1.66369  0.48
H 1.83508 1.04407 2.02739  0.02
C 0.30904 3.35320 1.30045  0.03
C 1.14260 3.75828 -1.36887  0.02
C 2.97282 2.71055 0.48984  0.01
C -2.33473 -0.28882 -2.21896  0.05
C -2.15387 2.31747 -1.18531  0.01
C -0.52745 1.55053 -3.46391  0.02
C 3.45243 -1.11244 -0.79681  0.03
C 2.86195 0.96601 -2.68329  0.00
C 1.57498 -1.56696 -2.89642  0.05
H 0.41240 -1.61892 2.51489  0.01
H 2.53171 -0.45682 1.36704  0.04
H -0.14264 2.63679 1.99727  0.00
H -0.47672 4.00147 0.89003  0.00
H 1.00370 3.99794 1.85328  0.01
H 0.12296 4.04231 -1.63592  0.00
H 1.67223 3.45364 -2.27477  0.00
H 1.63777 4.66358 -0.99663  0.01
H 3.21960 2.16261 1.40495  0.00
H 3.12299 3.77980 0.69257  0.00
H 3.69125 2.41214 -0.28169  0.00
H -3.19243 0.16766 -2.73252  0.01
H -2.67511 -0.76883 -1.29360  0.01
H -1.89107 -1.05542 -2.86468  0.00
H -2.92867 2.55843 -1.92813  0.00
H -1.58426 3.23119 -0.98374  0.00
H -2.63820 1.98090 -0.25885  0.00
H -1.40923 1.80558 -4.07475  0.00
H 0.04288 0.78025 -4.00149  0.00
H 0.08644 2.45702 -3.38884  0.00
H 4.13162 -1.53467 -1.54684  0.00
H 3.10010 -1.91479 -0.14085  0.00
H 4.00496 -0.38074 -0.19901  0.00
H 3.60720 0.42501 -3.28367  0.00
H 3.37977 1.74286 -2.10569  0.00
H 2.16081 1.44251 -3.38045  0.00
H 2.45657 -1.74596 -3.53001  0.01
H 0.73288 -1.23212 -3.51450  0.00
H 1.28493 -2.50917 -2.39917  0.01
C -0.84864 -4.61964 0.07690  0.26
C -0.47926 -4.55966 1.44401  0.12
C -0.35994 -5.71290 2.20742  0.02
C -0.69229 -6.96916 1.66305  0.20
C -1.15483 -7.04001 0.33503  0.02
C -1.25480 -5.88299 -0.44444  0.10
Se -0.72302 -3.02069 -0.83278  1.23
H 0.05679 0.07041 3.01995  0.01
H -0.25154 -3.58454 1.86919  0.01
H -0.00946 -5.64314 3.23828  0.00
H -0.59170 -7.87201 2.27376  0.01
H -1.43689 -8.01472 -0.07866  0.00
H -1.62101 -5.93372 -1.46617  0.00
N -3.41928 2.99265 2.59913  0.00
C -3.51030 1.75234 3.41752  0.00
C -2.50712 0.74250 2.83326  0.00
O -2.40776 -0.31264 3.48928  0.00
O -1.93798 1.13990 1.77171  0.01
H -2.45661 3.35929 2.59580  0.00
H -4.05352 3.71081 2.95694  0.00
H -3.66029 2.78318 1.62349  0.00
H -3.26155 2.00002 4.45017  0.00
H -4.53761 1.38013 3.36238  0.00

---

Model ii:
Formula: C19H42NO2P3RhSe
Source: OMol25
Level of theory: ωB97M-V/def2-TZVPD

- orbital gap (spin up / spin down) (eV) = 7.483 / 3.376
- E_HOMO (spin up / spin down) (hartree) = -0.5692 / -0.6204
- multiplicity = 5
- net charge = +3
- E_LUMO (spin up / spin down) (eV) = -8.01 / -13.51

Each line ends with the Löwdin spin population.
Atoms and positions in Å:
Rh -0.76543 -0.05362 -2.26293  1.02
P -2.82726 -0.22174 -1.32299  0.15
P 0.31967 -1.97542 -1.64248  0.18
P 0.22910 1.89264 -1.76990  0.17
H 4.23712 -0.76976 0.20597  0.00
C 3.65236 -0.15075 0.89376  0.00
C 3.23609 -0.62429 2.07877  0.00
H 3.49266 -1.62952 2.42931  0.00
C -4.19064 -0.77984 -2.39948  0.04
C -2.85981 -1.37213 0.07476  0.02
C -3.27706 1.40924 -0.66908  0.03
C 2.00540 -2.24557 -2.26332  0.04
C 0.51653 -2.33171 0.14047  0.01
C -0.65576 -3.35252 -2.31612  0.05
C 1.93848 2.16841 -2.31416  0.04
C 0.31807 2.28705 0.00358  0.02
C -0.71041 3.22778 -2.56552  0.05
H 3.43455 0.87703 0.59103  0.00
H 2.62019 -0.02042 2.74991  0.00
H -5.09097 -0.97673 -1.80113  0.01
H -3.89651 -1.70546 -2.91008  0.00
H -4.40922 -0.01055 -3.14995  0.00
H -3.90089 -1.54188 0.37713  0.01
H -2.30473 -0.91665 0.91083  0.00
H -2.40716 -2.33083 -0.20490  0.00
H -4.35595 1.44955 -0.47351  0.01
H -3.01631 2.19235 -1.39175  0.00
H -2.73313 1.56988 0.27068  0.00
H 2.15602 -3.32999 -2.33237  0.01
H 2.72182 -1.81231 -1.55523  0.00
H 2.16402 -1.81144 -3.25424  0.00
H -0.34635 -2.89338 0.50845  0.00
H 0.61466 -1.41664 0.73882  0.00
H 1.42969 -2.92225 0.27347  0.00
H 0.02348 -4.19724 -2.47662  0.01
H -1.10610 -3.07007 -3.27422  0.01
H -1.44769 -3.65137 -1.62154  0.00
H 2.11929 3.25197 -2.33238  0.01
H 2.10414 1.76380 -3.31904  0.00
H 2.62872 1.69204 -1.60568  0.00
H 1.36492 2.20069 0.32446  0.00
H -0.29533 1.61095 0.62377  0.00
H -0.02764 3.31750 0.14688  0.00
H -0.00486 4.00628 -2.87846  0.01
H -1.42912 3.66056 -1.86178  0.00
H -1.24181 2.84986 -3.44850  0.02
C -0.08567 0.24748 -5.60778  0.11
C 1.15374 -0.03292 -5.01468  0.10
C 2.34207 0.21988 -5.70397  0.01
C 2.29964 0.65684 -7.03359  0.12
C 1.05637 0.80676 -7.67340  -0.01
C -0.12987 0.60217 -6.97014  0.08
Se -1.66211 0.25655 -4.56714  0.62
H -0.16467 -0.13667 -0.79999  0.01
H 1.15061 -0.38500 -3.97752  0.02
H 3.30254 0.08525 -5.20501  0.00
H 3.23279 0.88890 -7.55280  0.01
H 1.02573 1.10945 -8.71731  0.00
H -1.10953 0.74843 -7.43207  0.00
N -0.53614 -0.39607 5.46554  0.01
C -1.49506 0.21191 4.50959  0.05
C -0.81060 -0.00278 3.15219  0.07
O -1.37146 0.49215 2.14772  0.77
O 0.26471 -0.67898 3.19837  0.06
H -0.99418 -1.13646 6.00044  0.00
H -0.20694 0.30634 6.12988  0.00
H 0.23473 -0.76947 4.82646  0.00
H -2.45239 -0.31098 4.55278  0.00
H -1.62975 1.27382 4.72167  0.00

---

Relative energies, unit eV: model i 0.000; model ii 0.065

---

Model i:
Formula: CH2BrO2S
Source: OMol25
Level of theory: ωB97M-V/def2-TZVPD

- orbital gap (eV) = 7.961
- E_HOMO (hartree) = -0.1450
- net charge = -1
- E_LUMO (eV) = 4.02

Each line ends with the natural charge from an NBO analysis.
Atoms and positions in Å:
C 0.25850 -0.37844 -0.10078  -0.35
O 1.93804 -1.97050 0.99111  -0.98
O 0.01734 -1.55573 -0.84276  -0.75
S 1.66336 -1.27391 -0.28097  1.43
Br 3.36351 0.50729 -0.09051  -0.72
H 0.21996 0.41210 -0.78088  0.18
H -0.10048 -0.35690 0.87678  0.19

---

Model ii:
Formula: CH2BrO2S
Source: OMol25
Level of theory: ωB97M-V/def2-TZVPD

- orbital gap (eV) = 6.790
- E_HOMO (hartree) = -0.1209
- net charge = -1
- E_LUMO (eV) = 3.50

Each line ends with the natural charge from an NBO analysis.
Atoms and positions in Å:
C -1.09909 0.06425 0.10889  0.06
O -1.58623 -0.06098 1.25445  -0.73
O 1.34508 -1.20012 -0.89314  -0.97
S 1.00424 -0.35726 0.29155  0.80
Br 2.49405 1.38625 0.21880  -0.38
H -1.29019 -0.74490 -0.56723  0.11
H -0.86786 0.91275 -0.41332  0.11

---

Relative energies, unit eV: model i 0.000; model ii 0.170

---

Model i:
Formula: C10H16S
Source: OMol25
Level of theory: ωB97M-V/def2-TZVPD

- orbital gap (eV) = 9.170
- E_HOMO (hartree) = -0.3046
- structure (SMILES) = Cc1ccccc1.CCSC
- E_LUMO (eV) = 0.88

Each line ends with the natural charge from an NBO analysis.
Atoms and positions in Å:
C -2.47882 -1.64517 -0.66335  -0.64
C -2.11703 -0.36640 0.04790  0.00
C -1.63018 -0.27915 1.33068  -0.23
C -1.24123 0.95554 1.87466  -0.20
C -1.33236 2.11465 1.14623  -0.23
C -1.81088 2.02211 -0.16804  -0.19
C -2.15517 0.80642 -0.72409  -0.22
H -2.35742 -2.50910 -0.00536  0.21
H -1.74300 -1.81268 -1.45718  0.22
H -3.49089 -1.68168 -1.04367  0.22
H -1.62621 -1.11112 2.02060  0.21
H -0.82176 0.89871 2.86669  0.21
H -1.09160 3.08906 1.53827  0.22
H -1.75537 2.88666 -0.81913  0.21
H -2.45058 0.72727 -1.77057  0.21
C 2.67945 1.34774 -1.18137  -0.63
C 1.89524 0.06680 -0.93769  -0.52
S 2.99951 -1.40217 -0.77636  0.15
C 2.40453 -2.14140 0.75926  -0.75
H 2.38783 1.83195 -2.11413  0.21
H 3.75532 1.23090 -1.06189  0.23
H 2.43216 2.07763 -0.40117  0.21
H 1.33923 0.06928 -0.00189  0.22
H 1.18021 -0.21873 -1.70165  0.22
H 2.94335 -3.07945 0.83571  0.23
H 2.75029 -1.52490 1.59026  0.21
H 1.33539 -2.35279 0.81729  0.21

---

Model ii:
Formula: C10H16S
Source: OMol25
Level of theory: ωB97M-V/def2-TZVPD

- orbital gap (eV) = 9.244
- E_HOMO (hartree) = -0.3063
- structure (SMILES) = Cc1ccccc1.CCSC
- E_LUMO (eV) = 0.91

Each line ends with the natural charge from an NBO analysis.
Atoms and positions in Å:
C 1.45305 -4.88667 1.14350  -0.64
C 0.85917 -3.57028 0.82328  -0.06
C -0.50191 -3.42572 0.73258  -0.19
C -1.10353 -2.23927 0.33414  -0.21
C -0.26745 -1.14223 0.12483  -0.22
C 1.10003 -1.19226 0.40589  -0.21
C 1.70136 -2.44101 0.77457  -0.20
H 0.87021 -5.85462 0.78645  0.21
H 1.60848 -5.19424 2.15775  0.23
H 2.40144 -5.02911 0.54177  0.22
H -1.20618 -4.19716 1.04571  0.21
H -2.13916 -2.06811 0.49812  0.21
H -0.71525 -0.19530 -0.31561  0.21
H 1.77485 -0.36159 0.39274  0.21
H 2.81123 -2.57105 0.81918  0.22
C -0.84833 2.54185 -1.66015  -0.65
C 0.30806 3.00312 -0.73900  -0.55
S 0.37155 4.80931 -0.64458  0.16
C -1.37066 5.28819 -0.20222  -0.75
H -1.73347 2.22183 -1.07763  0.21
H -0.51569 1.74933 -2.33560  0.22
H -1.15073 3.27108 -2.49309  0.22
H 0.14723 2.71458 0.28191  0.21
H 1.29439 2.51341 -0.91032  0.24
H -1.29437 6.04025 0.63771  0.23
H -1.79954 5.81840 -1.05381  0.22
H -2.05479 4.39726 -0.06813  0.23

---

Relative energies, unit eV: model i 0.000; model ii 1.138

---

Model i:
Formula: C5H11NS2
Source: OMol25
Level of theory: ωB97M-V/def2-TZVPD

- orbital gap (eV) = 8.407
- E_HOMO (hartree) = -0.3116
- structure (SMILES) = CC(=S)SCCCN
- E_LUMO (eV) = -0.07

Each line ends with the natural charge from an NBO analysis.
Atoms and positions in Å:
C -1.39909 2.20989 2.25457  -0.70
C -0.73357 0.89827 1.73352  -0.30
S 0.10298 -0.27100 2.62866  -0.07
S -0.69917 1.03493 0.03762  0.38
C 0.14731 -0.49815 -0.51705  -0.59
C 0.55562 -0.34062 -1.98165  -0.43
C 1.17823 -1.79026 -2.39656  -0.22
N 1.22287 -1.78808 -3.81839  -0.86
H -2.28063 2.54359 1.64178  0.24
H -1.67833 2.43714 3.38971  0.26
H -0.54295 3.01855 2.08910  0.25
H -0.33900 -1.52580 -0.33597  0.25
H 1.08272 -0.52779 0.21428  0.26
H -0.32212 0.01055 -2.89978  0.21
H 1.39405 0.47178 -2.22006  0.22
H 0.42559 -2.62391 -2.06776  0.16
H 2.11233 -1.83617 -1.81244  0.21
H 0.44923 -2.22750 -4.29366  0.37
H 2.18705 -2.32147 -4.19402  0.36

---

Model ii:
Formula: C5H11NS2
Source: OMol25
Level of theory: ωB97M-V/def2-TZVPD

- orbital gap (eV) = 9.646
- E_HOMO (hartree) = -0.3229
- structure (SMILES) = C=CN=C.CSSC
- E_LUMO (eV) = 0.86

Each line ends with the natural charge from an NBO analysis.
Atoms and positions in Å:
C 2.52285 -0.58485 1.48569  -0.46
C 2.41066 0.41206 0.61873  -0.03
N 3.27804 0.61943 -0.46387  -0.40
C 4.48703 0.86606 -0.21043  -0.04
H 3.30054 -1.33202 1.38499  0.20
H 1.79444 -0.71966 2.26812  0.20
H 1.54813 1.07154 0.65439  0.20
H 5.18609 0.99676 -1.03242  0.17
H 4.86458 0.95062 0.81453  0.15
C -1.62436 1.77672 -0.03637  -0.75
S -1.79378 0.41274 -1.21839  0.09
S -2.59963 -1.04455 -0.03449  0.08
C -1.12482 -1.73465 0.76843  -0.74
H -2.60432 2.06855 0.32468  0.22
H -1.01675 1.46622 0.80890  0.21
H -1.16494 2.61510 -0.55133  0.23
H -0.63664 -0.98264 1.38405  0.21
H -1.50365 -2.53278 1.40488  0.23
H -0.44855 -2.12011 0.01363  0.23

---

Relative energies, unit eV: model i 1.420; model ii 0.000